Here is C5H7BBr2CdFNO2 as an isolated structure in a non-equilibrium geometry from the OMol25 dataset. Energies are from ωB97M-V/def2-TZVPD.

The geometry in XYZ format:
```
20
Properties=species:S:1:pos:R:3:forces:R:3:lowdin_charge:R:1
C 0.190362 1.958440 0.036985 -0.152 0.103 0.165 -0.079
C 1.042486 0.960504 0.822337 0.017 0.138 -0.238 -0.252
C 1.492619 -0.309938 0.120551 -0.211 -0.154 0.927 -0.486
Br 1.661157 -0.063713 -1.975365 -0.541 0.072 -0.039 0.775
B 0.575575 -1.623656 0.241199 -0.467 0.107 -0.247 -0.858
Br 1.440565 -3.177680 0.739320 0.294 -0.475 0.245 1.002
C -0.924880 -1.630315 -0.225959 -0.268 0.029 0.566 -0.459
O -0.971689 -2.150639 -1.316629 0.266 0.200 -0.623 0.140
N -2.007123 -1.089571 0.434540 0.249 0.960 0.152 0.207
C -2.969424 -0.235443 -0.167016 -0.155 -0.504 -0.151 -0.498
O -3.908409 0.226044 0.361365 0.293 -0.006 -0.019 0.238
F -2.602941 0.022673 -1.425025 -0.178 0.037 -0.077 0.142
H 0.680692 2.297395 -0.877863 -0.031 -0.051 0.040 0.056
H -0.802843 1.573649 -0.198226 0.105 -0.053 -0.150 0.076
H 0.039892 2.847752 0.649108 -0.005 -0.057 0.010 0.105
H 1.907858 1.457916 1.264054 -0.028 0.012 -0.115 0.127
H 0.440185 0.590558 1.665990 0.113 0.011 0.009 0.141
H 2.496711 -0.600240 0.440942 0.095 0.133 -0.352 0.041
H -1.831724 -0.779810 1.383593 -0.225 -0.390 0.143 0.164
Cd 4.050932 -0.273926 -1.973902 0.830 -0.112 -0.246 1.417
```
Forces are in eV/Å.

Summary:
**HOMO energy**: -0.6092 Ha
**Net charge**: +2
**HOMO-LUMO gap**: 0.1369 Eh
**Max |F|**: 0.020 hartree/bohr